[1]
Below is C5H11N in the gas phase in a non-equilibrium geometry, with properties calculated with wB97M-V/def2-TZVPD.

* strongest force on any atom: 5.11 eV Å⁻¹
* Kohn-Sham gap: 0.3350 Ha
* 2S+1: 1
* energy relative to the best compared isomer or geometry (same formula, charge and spin): 1.851 eV
* SMILES: CC(C)=C(C)N
* total charge: 0
* highest occupied orbital energy: -8.1027 eV

Structure (XYZ):
```
17
Properties=species:S:1:pos:R:3:forces:R:3
C 1.9248 0.2627 -0.7210 -4.37 0.57 -2.59
C 0.6517 0.1315 0.1640 -1.36 -1.52 -2.36
C 1.0707 -0.3013 1.4805 0.05 -0.62 0.91
C -0.6796 0.0710 -0.2128 0.90 -1.02 1.30
C -1.8831 -0.1431 0.7627 3.25 -0.89 1.06
N -1.1842 0.0080 -1.5197 0.86 2.67 -2.56
H 2.7064 -0.2255 -0.3120 2.54 -1.35 1.84
H 2.1149 1.3284 -0.7894 0.43 0.06 -0.64
H 1.8090 -0.2913 -1.7168 -0.02 1.34 0.89
H 1.6630 -1.2334 1.5441 -0.02 0.52 -0.41
H 0.2352 -0.4412 2.0820 -1.44 -0.47 1.30
H 1.5616 0.4975 1.9458 1.45 1.03 0.94
H -2.1823 0.8399 1.0864 -0.22 0.06 0.93
H -2.7197 -0.6876 0.4304 -0.91 -0.26 -1.55
H -1.5069 -0.9030 1.5252 -0.55 1.72 -0.08
H -1.4808 0.9895 -1.7895 -0.47 -1.35 0.50
H -0.4181 -0.0534 -2.2093 -0.11 -0.51 0.50
```
Positions in Å, forces in eV/Å.

[2]
Below is a 3-piece molecular cluster, C16H18F9O10PS overall in a non-equilibrium geometry, with properties calculated with wB97M-V/def2-TZVPD.

* strongest force on any atom: 3.32 eV Å⁻¹
* Kohn-Sham gap: 0.3522 Ha
* 2S+1: 1
* SMILES: O=[PH2]C1=C(CCCCC(F)(F)C(F)(F)S(F)(F)(F)(F)F)C(=O)OC1=O.O=C1OCCO1.O=C1OCCO1
* total charge: 0
* highest occupied orbital energy: -10.5192 eV

Structure (XYZ):
```
55
Properties=species:S:1:pos:R:3:forces:R:3
O 1.4403 -0.5459 3.0986 0.15 -0.33 0.01
P 1.7693 0.3643 1.9877 -0.40 -0.67 0.98
C 1.6227 -0.3889 0.3197 0.31 0.66 -0.32
C 1.7694 0.2154 -0.8652 -0.08 -0.32 -0.11
C 2.1190 1.6239 -1.2818 -0.61 -0.23 -0.29
C 1.4195 2.7729 -0.5253 -0.09 0.44 -0.71
C -0.0795 2.9665 -0.9233 0.85 -0.35 1.10
C -1.0506 1.9964 -0.1899 -0.13 0.20 0.04
C -2.0075 1.2997 -1.1534 0.84 1.76 0.53
F -1.3872 0.4706 -1.9942 0.16 -0.97 0.12
F -2.4843 2.2933 -1.9622 -0.66 0.09 -0.08
C -3.2785 0.6762 -0.5246 -0.03 -0.36 -0.83
F -4.0929 1.5996 -0.0592 0.19 1.05 0.88
F -3.9505 0.1016 -1.5080 -0.14 -0.63 -0.66
S -3.0253 -0.6028 0.8322 -1.46 -2.51 0.29
F -1.5256 -0.8990 0.4184 0.14 0.64 0.20
F -3.4767 -1.7701 -0.1725 0.41 0.08 0.23
F -4.5742 -0.4735 1.2317 0.41 0.42 0.12
F -2.6286 0.4841 1.9064 0.27 0.17 -0.43
F -2.8835 -1.7176 1.9723 0.08 0.52 -0.32
C 1.5269 -0.8899 -1.8951 1.65 0.09 2.28
O 1.2505 -0.8123 -3.0137 -0.59 0.46 -2.92
O 1.7252 -2.1197 -1.2685 -1.08 0.26 0.22
C 1.3564 -1.8710 0.0420 1.47 2.91 -0.43
O 0.8936 -2.6153 0.7875 -1.05 -2.71 1.59
H 3.0837 0.8977 2.0750 -0.31 0.12 -0.54
H 0.8870 1.4757 2.0790 0.42 -0.01 -0.63
H 3.2146 1.7154 -1.2702 -0.24 -0.03 0.31
H 1.8361 1.7306 -2.3423 0.08 -0.14 0.24
H 1.9121 3.6993 -0.8621 0.02 -0.29 0.17
H 1.5611 2.7520 0.5604 -0.06 -0.13 -0.21
H -0.3285 3.9744 -0.5714 -0.12 -0.12 -0.60
H -0.1256 2.8836 -2.0135 -0.31 0.19 0.23
H -1.6928 2.5761 0.4903 0.18 -0.15 -0.16
H -0.4961 1.3007 0.4411 -0.27 -0.13 -0.30
O -7.6980 -5.3663 4.6321 0.08 0.04 -0.06
C -6.8110 -4.8929 4.0020 -0.11 -0.04 0.11
O -5.5635 -4.6390 4.4924 -0.43 -0.01 -0.30
C -4.7330 -4.2931 3.3834 0.63 -0.08 0.19
C -5.7188 -3.8000 2.3714 0.00 0.36 -0.61
O -6.9042 -4.5264 2.6909 0.20 -0.11 0.49
H -4.0067 -3.5331 3.6629 -0.07 -0.05 0.19
H -4.2007 -5.1872 3.0505 -0.04 0.00 0.00
H -5.9134 -2.7301 2.4751 -0.05 -0.03 0.00
H -5.4016 -4.0101 1.3517 -0.20 -0.04 -0.02
O 5.4528 1.3548 -0.2461 -0.08 0.05 -0.10
C 5.9921 1.5453 -1.2899 0.05 -0.06 0.15
O 6.5240 2.7324 -1.6748 -0.13 -0.30 0.00
C 7.2729 2.5040 -2.8708 0.28 0.23 -0.22
C 6.6288 1.2594 -3.4283 0.05 -0.11 -0.41
O 6.1529 0.6025 -2.2519 -0.02 0.27 0.17
H 7.1978 3.3553 -3.5439 -0.11 0.08 0.17
H 8.3212 2.3520 -2.6066 -0.04 -0.04 0.03
H 5.7788 1.4812 -4.0771 0.00 0.02 0.05
H 7.3299 0.6274 -3.9688 -0.06 -0.14 0.16
```
Positions in Å, forces in eV/Å.

[3]
Below is C31H46BrN3OP2Sr as an isolated structure in a non-equilibrium geometry, with properties calculated with wB97M-V/def2-TZVPD.

* strongest force on any atom: 2.98 eV Å⁻¹
* Kohn-Sham gap (spin up / spin down): 0.2253 / 0.2254 Ha
* 2S+1: 1
* energy relative to the best compared isomer or geometry (same formula, charge and spin): 0.278 eV
* total charge: +2
* highest occupied orbital energy (spin up / spin down): -11.8489 / -11.8497 eV

Structure (XYZ):
```
85
Properties=species:S:1:pos:R:3:forces:R:3
N 4.3540 -5.9487 1.1096 -0.09 -0.38 0.09
C 3.0478 -6.0202 1.3944 0.09 0.71 -0.43
C 2.1626 -4.9653 1.1245 0.45 0.27 -0.17
C 2.6577 -3.7670 0.5316 0.74 -0.90 -0.22
C 4.0348 -3.7532 0.1929 -0.38 -0.56 0.64
C 4.8368 -4.8607 0.5220 -0.58 0.66 -0.37
C 1.8123 -2.5782 0.3377 1.28 0.38 0.36
Sr 0.3450 -2.0142 -1.6124 -1.57 -0.10 -0.64
P -0.9944 -0.9007 -4.0151 -1.47 1.26 -2.27
C 2.2579 -1.3740 -0.2270 0.74 0.35 2.70
C 1.6952 -0.0795 0.1104 0.40 -1.63 -1.31
C 2.0145 1.0776 -0.6610 -0.01 0.74 -0.13
C 1.4722 2.2973 -0.4021 0.15 -0.22 -0.33
C 0.3843 2.4836 0.6099 1.68 -0.92 0.78
C 0.2408 1.2991 1.5060 0.41 -0.85 -0.10
C 0.8186 0.0969 1.2145 -0.98 0.72 0.83
Br -1.3247 2.5414 -0.3650 -1.16 0.69 -0.58
H 0.8866 -2.6110 0.9261 0.39 0.32 -0.13
H 3.1471 -1.3870 -0.8751 -0.29 0.02 0.18
H 1.1155 -5.0812 1.4145 0.30 0.19 -0.08
H 4.5013 -2.8655 -0.2197 -0.01 -0.12 0.03
H 2.6993 -6.9573 1.8440 0.11 0.44 -0.12
H 5.9088 -4.8340 0.2842 -0.47 -0.13 0.21
H 2.6944 0.9524 -1.5151 -0.12 0.21 0.42
H 0.5814 -0.7518 1.8660 0.22 0.34 -0.18
H 1.6843 3.1554 -1.0433 0.02 -0.42 0.14
H -0.4840 1.3798 2.3131 0.26 -0.09 -0.01
P 0.7368 4.0030 1.6351 -1.01 -1.33 -0.39
C -0.8187 -2.7941 -3.9884 0.41 -0.08 0.34
C -1.1301 -3.4902 -5.3477 0.07 0.03 0.10
H -1.4958 -3.1977 -3.2138 0.32 -0.12 -0.02
H 0.2414 -3.0761 -3.7763 -0.47 -0.05 -0.13
H -0.6859 -4.4969 -5.3241 -0.12 0.32 0.01
H -2.1972 -3.6304 -5.5656 0.24 0.32 0.34
H -0.6909 -2.9405 -6.1828 0.00 -0.02 0.16
C 0.1994 0.3303 -3.2761 0.74 -0.52 0.39
C 0.0507 1.7244 -3.9468 -0.05 -0.07 -0.24
H 1.2186 -0.0308 -3.5037 -0.06 0.16 0.20
H 0.0882 0.4613 -2.1758 0.13 0.06 -0.43
H 0.9130 2.3645 -3.7139 -0.15 -0.33 0.15
H 0.0204 1.6337 -5.0429 -0.09 -0.08 0.38
H -0.8419 2.2668 -3.6099 0.16 -0.33 -0.06
C -2.5526 -0.3499 -3.1546 -0.32 -0.19 0.05
C -3.3457 0.5072 -4.1667 -0.25 -0.20 -0.13
H -2.3776 0.2671 -2.2542 0.26 -0.36 -0.20
H -3.1465 -1.2274 -2.8432 0.11 0.30 -0.13
H -4.2933 0.8525 -3.7423 0.12 -0.09 0.04
H -2.7890 1.3996 -4.4871 -0.08 -0.39 0.08
H -3.5746 -0.1005 -5.0542 0.07 0.32 0.20
C -0.7176 4.1784 2.6728 -0.24 0.19 0.14
C -0.7642 5.4435 3.5270 -0.28 0.15 0.20
H -0.7704 3.2921 3.3226 0.05 0.18 -0.27
H -1.5846 4.1480 1.9952 0.25 -0.04 0.14
H -0.0320 5.4295 4.3416 -0.09 0.02 -0.20
H -0.6219 6.3524 2.9321 -0.03 -0.15 0.15
H -1.7663 5.4883 3.9736 0.34 0.17 -0.02
C 0.9044 5.3144 0.4132 -0.04 0.55 0.13
C 2.3512 5.5680 0.0033 0.42 0.16 -0.15
H 0.4426 6.2257 0.8198 0.16 -0.18 -0.06
H 0.2938 5.0232 -0.4557 0.07 -0.04 0.33
H 2.9693 5.8842 0.8506 -0.13 0.00 -0.19
H 2.8146 4.6791 -0.4357 -0.03 0.21 0.15
H 2.3825 6.3575 -0.7518 0.01 -0.06 0.15
C 2.2081 3.6380 2.6354 0.62 0.18 -0.14
C 2.0586 2.8508 3.9469 -0.25 -0.30 0.10
H 2.7060 4.5958 2.8406 -0.17 -0.08 -0.11
H 2.8891 3.0729 1.9813 -0.15 0.26 -0.06
H 1.8312 1.7936 3.7496 -0.03 0.37 0.04
H 3.0225 2.8730 4.4776 -0.36 0.10 -0.19
H 1.2869 3.2566 4.6145 0.25 -0.05 -0.17
N -5.2128 -2.0762 3.3834 0.32 -0.37 -0.26
C -4.2942 -3.0939 3.2602 -0.86 -0.35 1.26
O -4.2865 -4.0788 3.9854 0.24 0.99 -0.90
C -3.2534 -2.8840 2.2061 0.83 -0.03 -0.80
C -3.0401 -1.6538 1.5721 0.07 0.05 -0.34
C -2.1224 -1.5646 0.5234 0.16 -1.28 0.42
N -1.3647 -2.6324 0.1485 -0.89 0.12 0.32
C -1.5263 -3.8196 0.7967 -0.24 0.93 -0.10
C -2.4578 -3.9728 1.8183 0.10 0.04 -0.25
H -5.9630 -2.2334 4.0391 0.01 -0.07 0.00
H -5.4320 -1.4876 2.5923 0.04 -0.13 0.21
H -3.5831 -0.7545 1.8611 0.11 -0.27 -0.06
H -1.9942 -0.6305 -0.0313 0.06 -0.21 0.22
H -0.8834 -4.6495 0.4681 -0.39 0.42 0.19
H -2.5685 -4.9431 2.2917 -0.14 0.20 0.07
```
Positions in Å, forces in eV/Å.

[4]
Below is C5H10O as an isolated structure, with properties calculated with wB97M-V/def2-TZVPD.

* strongest force on any atom: 0.59 eV Å⁻¹
* Kohn-Sham gap: 0.3023 Ha
* 2S+1: 1
* energy relative to the best compared isomer or geometry (same formula, charge and spin): 4.916 eV
* total charge: 0
* highest occupied orbital energy: -7.5614 eV

Structure (XYZ):
```
16
Properties=species:S:1:pos:R:3:forces:R:3
C 0.8178 -0.1310 -1.6290 0.02 0.15 0.09
C 1.0902 0.0689 -0.1653 -0.51 0.30 -0.02
C 0.0770 1.5937 0.9100 -0.35 0.05 -0.07
O -0.0879 0.4967 1.7402 -0.01 0.04 0.23
C 0.1223 -0.5880 0.8334 0.06 -0.22 -0.01
C -1.2201 -1.1146 0.3287 0.01 0.03 -0.04
H 1.1812 -1.1492 -1.8513 -0.07 0.19 0.11
H 1.4097 0.5423 -2.2570 -0.10 -0.08 0.12
H -0.2351 -0.1026 -1.9499 0.16 0.03 0.07
H 1.1995 1.2165 0.2522 0.56 -0.16 -0.03
H -0.7911 1.8878 0.3103 0.04 -0.16 0.01
H 0.4869 2.4462 1.4738 0.07 -0.22 -0.42
H 0.6261 -1.3983 1.3759 -0.05 0.00 -0.05
H -1.8176 -1.4575 1.1805 0.12 0.06 -0.13
H -1.0679 -1.9635 -0.3465 -0.04 0.10 0.06
H -1.7909 -0.3475 -0.2060 0.08 -0.09 0.07
```
Positions in Å, forces in eV/Å.